Formula: C4H4O3
Source: the Open Molecules 2025 dataset
Level of theory: ωB97M-V with the def2-TZVPD basis set

ORCA input file:
```
! RIJCOSX wB97M-V def2-TZVPD def2/J DEFGRID3
* xyz 0 1
C 0.97148 0.87050 0.26786
C 0.65827 -0.36304 -0.51323
C -0.57452 0.76991 0.94028
C -0.43540 -1.01243 0.09269
O 0.71738 -0.15359 -1.83371
O 1.84563 1.65714 0.38359
O -0.59835 0.64120 2.15730
H 0.13368 -0.77016 -2.30151
H -1.25552 1.39410 0.34213
H -1.16033 -1.49100 -0.55971
H -0.30234 -1.54261 1.02433
*
```

Properties
HOMO ... -8.58 eV
Kohn-Sham gap ... 7.566 eV
Energy relative to the best compared isomer or geometry (same formula, charge and spin) ... 4.2807 eV